P.
14
Properties=species:S:1:pos:R:3 method="wB97M-V/def2-TZVPD" smiles="C[C@@]1([NH3+])CN=N1" orbital_gap_ev=10.49 total_charge=+1
C 0.241 -0.084 -0.173
H -1.521 0.709 -1.256
H -0.092 1.143 -1.947
H -0.122 -2.135 0.250
N -0.519 1.011 -1.070
H -1.277 -1.000 0.842
H -1.325 -1.228 -0.893
H 0.261 -0.098 2.006
N 2.029 -0.258 0.691
H -0.415 1.802 -0.579
N 1.618 -0.451 -0.479
C -0.668 -1.209 0.058
C 0.767 0.354 1.193
H 1.024 1.445 1.356

***

Q.
14
Properties=species:S:1:pos:R:3 method="wB97M-V/def2-TZVPD" smiles="C[N@@H+]1CN=CN1" orbital_gap_ev=10.83 total_charge=+1
C 1.761 0.570 0.160
C -1.511 0.058 0.515
H 2.410 1.276 0.630
N 1.923 -0.669 0.106
H 0.336 2.040 -0.699
N -0.373 0.012 -0.433
H -0.607 0.227 -1.375
H 0.584 -1.711 -1.221
H -1.272 -0.364 1.540
H -0.028 -2.101 0.355
C 0.387 -1.210 -0.223
N 0.585 1.154 -0.194
H -1.752 1.129 0.752
H -2.444 -0.412 0.088

***

R.
14
Properties=species:S:1:pos:R:3 method="wB97M-V/def2-TZVPD" smiles="[H]/N=C/C(N)=[NH+]/C" orbital_gap_ev=10.16 total_charge=+1
H -0.713 1.695 0.312
H 1.525 -1.492 -0.412
C 0.334 0.041 -0.069
H -0.295 -1.831 -0.432
H 1.455 1.859 0.240
N 2.550 -0.090 -0.038
H -2.463 -0.193 1.030
H -2.045 -0.912 -0.601
H -3.086 0.607 -0.203
C -2.109 0.018 0.024
C 1.605 0.752 0.135
N 0.524 -1.267 -0.122
N -0.827 0.681 0.143
H 3.545 0.131 -0.007

***

S.
14
Properties=species:S:1:pos:R:3 method="wB97M-V/def2-TZVPD" orbital_gap_ev=7.32 total_charge=+1
H -2.265 -1.972 1.680
H 0.565 0.482 -1.274
N -1.719 -1.083 -0.019
N -0.731 -0.087 0.323
C -2.511 -1.832 0.605
C 0.589 0.016 -0.251
H 2.981 2.500 0.145
C 2.172 1.962 -0.271
N 1.637 0.972 0.287
H 1.897 0.727 1.230
H 1.108 -0.935 -0.420
H 1.830 2.255 -1.352
H -3.489 -2.005 0.271
H -2.063 -1.000 -0.954

***

The energetic minimum among the shown structures is R; the next structure lies 2.240 eV above.